(1)
10
Properties=species:S:1:pos:R:3:forces:R:3 method="wB97M-V/def2-TZVPD" gap_ev=7.62 de_lowest_kcal_mol=100.23 homo_energy_ev=-3.59 charge=-1
C -0.03263 -0.58410 0.51652 1.832 -0.108 2.097
O 1.46128 2.17332 1.05332 0.867 -1.338 -0.023
O 3.03162 0.26025 1.33580 0.836 -0.346 0.021
O 1.22506 0.78810 3.00211 0.928 -0.533 0.195
P -0.38992 0.25927 -0.98092 0.918 -2.921 -2.415
S 1.77406 0.85998 1.65707 -4.560 0.692 -0.905
H -0.83424 -0.72460 1.24213 -0.033 0.540 0.060
H 0.32811 -1.60932 0.32222 0.302 0.525 -0.039
H 1.03115 0.39366 -1.30650 -0.864 -0.299 -0.395
H -0.31281 1.48059 -0.60524 -0.227 3.788 1.403

---

(2)
9
Properties=species:S:1:pos:R:3:forces:R:3 method="wB97M-V/def2-TZVPD" gap_ev="5.89 / 7.27" spin_multiplicity=3 de_lowest_kcal_mol=42.81 homo_energy_ev="-5.42 / -10.64" charge=0
C 1.64816 0.34915 0.36637 1.764 1.129 0.816
O 1.65035 -0.71119 -0.35345 -1.306 -1.732 -1.691
O 0.69824 0.91022 0.82372 -0.565 1.158 1.075
O -0.88971 -0.86448 -0.74925 -0.578 -1.218 -1.688
S -1.49843 0.35195 -0.10923 -2.408 0.483 2.807
H 2.66096 0.75594 0.57546 -0.107 -0.429 -0.257
H 0.67275 -0.95265 -0.63711 1.731 0.313 0.822
H -2.76064 0.26455 -0.95908 0.214 -0.492 -1.209
H -2.18169 -0.10347 1.04257 1.256 0.787 -0.674

---

(3)
8
Properties=species:S:1:pos:R:3:forces:R:3 method="wB97M-V/def2-TZVPD" gap_ev="6.55 / 6.55" de_lowest_kcal_mol=45.29 homo_energy_ev="-7.62 / -7.62" charge=0
C -0.52388 -0.57031 0.06041 -3.876 -0.519 -2.075
O -0.02320 0.27670 -2.79733 1.593 0.785 -1.361
P -1.30400 -0.09324 -2.25623 -0.225 -1.380 3.220
P 0.97110 0.32093 0.40941 1.888 -0.556 0.214
H -1.56657 -0.20517 0.39547 2.065 -0.006 0.195
H -0.52818 -1.66071 0.35562 0.368 1.154 -0.611
H 2.00971 -0.49533 -0.33785 -1.425 0.950 0.629
H 1.03525 1.46594 -0.43376 -0.388 -0.427 -0.210

---

(4)
8
Properties=species:S:1:pos:R:3:forces:R:3 method="wB97M-V/def2-TZVPD" gap_ev=8.61 smiles="[H][H].OSC=S" de_lowest_kcal_mol=43.67 homo_energy_ev=-9.13 charge=0
H -1.18138 0.42215 -0.11140 -0.347 -0.034 -0.311
H -1.31443 0.31722 -0.83451 -0.172 -0.032 0.085
O 2.49873 -0.94068 -0.60852 1.275 -2.025 -0.890
S 1.51531 -1.28502 0.54939 -1.022 -1.077 1.539
C 0.94243 0.23563 0.82244 0.137 2.296 -0.186
S 1.44178 1.58801 -0.07212 -0.391 -1.058 0.932
H 2.24797 -0.01256 -0.67843 0.696 2.361 -1.501
H 0.21501 0.40328 1.59752 -0.178 -0.431 0.333

---

(5)
7
Properties=species:S:1:pos:R:3:forces:R:3 method="wB97M-V/def2-TZVPD" gap_ev=9.23 de_lowest_kcal_mol=46.47 homo_energy_ev=-9.30 charge=0
C -0.51628 -0.35162 -0.33650 1.744 1.855 2.965
P -1.70432 0.15162 0.73700 0.549 -0.682 -0.362
P 1.57754 0.07641 0.58013 -3.437 -1.634 0.782
H -0.34180 -0.79089 -1.27378 -0.272 -0.773 -0.981
H -3.00038 -0.41914 0.32849 0.914 0.250 -0.508
H 2.31574 -0.09825 -0.52751 0.771 -0.317 -1.674
H 1.66950 1.43187 0.49218 -0.270 1.300 -0.222

---

(6)
7
Properties=species:S:1:pos:R:3:forces:R:3 method="wB97M-V/def2-TZVPD" gap_ev=9.29 de_lowest_kcal_mol=39.93 homo_energy_ev=-9.09 charge=0
C -0.34337 0.17562 0.73015 4.027 0.522 0.129
P -1.39664 0.03799 -0.47085 -1.643 -0.063 -1.051
P 1.75302 0.15616 -0.19298 -2.906 -1.465 0.455
H -0.19970 0.32492 1.81102 -0.515 -0.132 -0.706
H -2.71646 0.12369 0.15562 0.601 -0.056 0.158
H 1.50215 -1.28125 -0.46679 0.569 1.163 0.262
H 1.40101 0.46286 -1.56616 -0.134 0.030 0.753

---

(7)
7
Properties=species:S:1:pos:R:3:forces:R:3 method="wB97M-V/def2-TZVPD" gap_ev=8.74 smiles="[H]/P=C/P" de_lowest_kcal_mol=16.27 homo_energy_ev=-8.83 charge=0
H 0.93897 -1.87829 -1.25835 1.045 -0.657 -1.228
P -0.02146 -1.80889 -0.30722 -0.583 0.602 0.741
C -0.05454 -0.14776 -0.44180 0.752 0.067 -0.644
P -1.10084 0.94092 0.43440 -0.301 0.424 3.165
H 0.51462 0.45447 -1.16763 0.065 -0.756 0.079
H -1.17605 0.08244 1.70500 -0.146 1.184 -1.496
H -0.07110 1.84787 1.02451 -0.832 -0.865 -0.617

---

(8)
7
Properties=species:S:1:pos:R:3:forces:R:3 method="wB97M-V/def2-TZVPD" gap_ev="8.03 / 6.94" de_lowest_kcal_mol=73.15 homo_energy_ev="-8.51 / -8.31" charge=0
C 0.46813 0.34555 -0.14110 -2.139 -0.979 -0.336
S 0.87783 -0.82220 2.01309 0.436 -0.128 -0.619
S -0.97705 -0.81304 2.53207 -1.000 0.279 0.465
H -0.37330 0.64658 0.53079 1.262 0.692 -0.439
H -0.08202 -0.31915 -0.86045 1.107 -0.003 0.621
H 1.15641 1.01553 -0.67893 -0.138 -0.173 0.890
H 0.99494 -2.18151 2.01526 0.472 0.312 -0.581

---

(9)
7
Properties=species:S:1:pos:R:3:forces:R:3 method="wB97M-V/def2-TZVPD" gap_ev=9.26 smiles=CSS de_lowest_kcal_mol=8.24 homo_energy_ev=-8.60 charge=0
C 1.67796 0.05889 0.83334 -1.594 -0.410 -1.010
S 0.07079 0.80258 0.15943 1.842 1.061 0.313
S -0.99126 -0.73926 -0.50208 -1.235 -1.224 0.431
H 2.51965 0.42635 0.25309 -0.025 0.340 0.299
H 1.51459 -0.97394 0.53070 0.368 -0.172 0.458
H 1.73428 0.16234 1.90896 0.185 0.114 0.014
H -0.23114 -1.37668 -1.38894 0.459 0.291 -0.504

---

(10)
8
Properties=species:S:1:pos:R:3:forces:R:3 method="wB97M-V/def2-TZVPD" gap_ev=8.21 smiles=CSSS de_lowest_kcal_mol=10.21 homo_energy_ev=-8.98 charge=0
C 1.00540 -0.23335 0.50618 1.482 1.064 0.275
S -0.70979 -0.07792 1.08677 0.564 -0.780 0.330
S -1.53627 -1.75152 0.29524 -0.634 1.570 -1.967
S -2.33400 -0.81475 -1.74460 0.397 -1.365 2.025
H 0.96554 -0.28669 -0.57216 0.143 -0.112 -0.264
H 1.70444 -0.99720 0.90310 -1.195 -0.202 -0.005
H 1.59099 0.69213 0.76793 -1.024 -0.399 -0.259
H -3.58156 -1.26392 -1.47228 0.266 0.225 -0.134

---

(11)
9
Properties=species:S:1:pos:R:3:forces:R:3 method="wB97M-V/def2-TZVPD" gap_ev=8.45 de_lowest_kcal_mol=28.75 homo_energy_ev=-8.97 charge=0
C 0.36781 -2.15377 -0.20854 -0.901 2.580 0.967
Si -0.18052 1.11588 0.53804 -1.309 -0.609 -0.568
S 1.83457 -1.66618 -0.58565 -0.530 -0.063 0.006
S -0.42723 -3.62639 -0.11391 -0.032 -0.734 -0.315
S -1.23750 -0.70303 0.58011 1.195 -2.755 -0.272
H -0.21785 1.21555 -0.89251 0.899 0.773 -0.841
H -1.18880 2.04174 1.04631 -0.029 0.312 0.322
H 1.02511 1.06542 1.28274 1.090 0.202 0.398
H 0.57071 -4.36572 -0.69377 -0.383 0.295 0.302

---

(12)
9
Properties=species:S:1:pos:R:3:forces:R:3 method="wB97M-V/def2-TZVPD" gap_ev=8.91 smiles=SC(S)(S)S de_lowest_kcal_mol=26.99 homo_energy_ev=-8.95 charge=0
S 1.55251 0.31925 0.70466 0.861 -0.758 -0.414
C -0.04063 0.01142 -0.02016 0.702 -1.851 -1.779
S -0.40455 0.85927 -1.61328 1.519 1.408 0.593
S 0.18659 -2.01986 -0.71222 -1.202 2.428 0.543
S -1.42311 0.06949 1.05186 -1.629 1.728 -1.533
H 1.29615 1.33029 1.50742 -0.561 0.611 0.295
H 0.72292 1.74812 -1.60485 -1.599 -1.275 0.107
H -1.04131 -1.71524 -1.25948 0.835 -0.747 0.174
H -0.84858 -0.60274 1.94604 1.074 -1.544 2.014

---

(13)
8
Properties=species:S:1:pos:R:3:forces:R:3 method="wB97M-V/def2-TZVPD" gap_ev="8.51 / 8.28" de_lowest_kcal_mol=105.52 homo_energy_ev="-8.83 / -8.24" charge=0
B 1.83272 -0.96739 0.16703 0.274 0.191 0.066
C -1.93333 0.74386 0.03819 -0.269 -0.695 -2.394
S 2.81180 0.47373 0.07235 -0.974 0.693 1.325
H 2.05652 -1.88874 -0.51807 -0.300 -0.481 -0.168
H -1.88347 0.56430 -1.02098 -0.141 -0.106 -0.116
H -1.25187 1.38137 0.42942 1.865 1.832 1.285
H -2.60092 0.23232 0.62588 -1.401 -1.050 1.227
H 3.49567 0.14658 -0.97528 0.948 -0.383 -1.226

---

(14)
8
Properties=species:S:1:pos:R:3:forces:R:3 method="wB97M-V/def2-TZVPD" gap_ev="9.83 / 8.64" de_lowest_kcal_mol=107.19 homo_energy_ev="-14.49 / -14.79" charge=+1
C 0.34528 -0.41119 -0.46469 2.235 0.671 2.561
N -0.53665 0.67738 -0.03053 -3.157 -3.534 -0.911
Br 2.11703 -0.12230 0.11192 -0.531 0.026 -0.084
H 0.20440 -2.06390 1.47134 -0.201 0.122 -0.284
H 0.38933 -0.79073 -1.43079 -1.076 -0.456 -1.657
H -0.59904 0.74941 0.94432 0.965 0.326 2.316
H -0.36154 1.54277 -0.42738 0.599 2.511 -1.202
H -1.55880 0.41855 -0.17419 1.166 0.333 -0.740

---

(15)
9
Properties=species:S:1:pos:R:3:forces:R:3 method="wB97M-V/def2-TZVPD" gap_ev="7.55 / 7.34" de_lowest_kcal_mol=58.08 homo_energy_ev="-8.47 / -8.55" charge=0
C 0.24347 0.86314 -0.97696 -2.174 -2.522 -1.735
P -0.94928 -1.65517 -0.53553 1.479 2.075 0.050
P -1.79854 -0.48567 1.11697 -0.059 0.664 0.109
Br -3.16634 0.92658 -0.10579 0.176 -0.740 0.532
H 1.14766 0.47311 -1.50380 -0.762 0.810 1.120
H 0.01046 1.20914 0.00007 1.172 0.021 1.038
H -0.60846 1.23247 -1.58120 0.949 -0.395 -0.247
H 0.21774 -1.90269 0.30197 -0.543 -0.013 -0.389
H -2.74532 -1.38658 1.68469 -0.239 0.099 -0.478

---

(16)
9
Properties=species:S:1:pos:R:3:forces:R:3 method="wB97M-V/def2-TZVPD" gap_ev="6.28 / 6.59" spin_multiplicity=3 de_lowest_kcal_mol=47.10 homo_energy_ev="-7.02 / -9.58" charge=0
C -0.74433 0.50432 1.71565 0.244 2.478 0.783
P -0.37618 -1.97986 -0.97881 -1.537 -1.856 1.794
P 0.63468 -0.81461 -2.14876 3.650 2.688 -2.121
Br 2.80012 0.07420 -2.19391 -0.566 -0.781 0.873
H -0.52535 -0.47767 2.11758 -0.029 0.144 0.463
H -0.25905 1.40473 2.26728 -0.279 -1.918 -0.595
H -0.35076 0.53369 0.70028 -0.430 0.116 -0.071
H -1.81235 0.79597 1.80405 0.497 -0.736 -0.511
H 0.63322 -0.04076 -3.28335 -1.551 -0.135 -0.614

---

(17)
12
Properties=species:S:1:pos:R:3:forces:R:3 method="wB97M-V/def2-TZVPD" gap_ev="6.59 / 6.58" de_lowest_kcal_mol=40.51 homo_energy_ev="-8.05 / -8.05" charge=0
C 1.16921 0.21998 0.47458 0.300 -1.164 -0.424
N -0.64452 -0.77949 -0.36093 -0.708 0.483 -0.719
N 0.50611 -0.96490 0.04907 -0.812 0.837 -0.681
P -4.23868 -0.37061 0.48166 -0.512 -0.551 0.551
S -2.55670 -0.97600 1.37118 0.127 -0.164 0.609
Cl -3.71592 -0.40515 -1.54166 0.308 0.007 -0.886
Cl -4.22832 1.68044 0.70282 0.026 0.734 0.051
H 0.78460 0.34154 1.42218 -0.963 0.495 2.649
H 2.15806 -0.08691 0.63074 1.707 0.304 -0.169
H 0.99006 1.13553 -0.02055 -0.058 0.805 -1.147
H -1.13800 -1.64769 -0.49606 -0.818 -0.073 -0.450
H -1.21412 0.13438 -0.56580 1.402 -1.712 0.617

---

(18)
10
Properties=species:S:1:pos:R:3:forces:R:3 method="wB97M-V/def2-TZVPD" gap_ev=8.33 de_lowest_kcal_mol=21.90 homo_energy_ev=-14.07 charge=+1
C -0.84500 0.25315 0.49843 2.676 -0.778 -1.343
N -0.09337 -0.56541 -1.27707 -1.450 -2.171 2.510
P 0.41828 0.81014 1.71373 -1.883 0.327 0.229
Cl 1.43822 -0.81974 2.09354 0.702 -1.073 0.081
Cl 1.60125 1.99643 0.66763 0.587 0.416 -0.715
H -1.38205 -0.61783 0.87493 -0.586 0.509 -0.426
H -1.15729 1.09401 -0.10488 -1.101 -0.103 0.352
H 0.33167 -1.51389 -1.09512 -0.249 1.537 -0.070
H -0.91185 -0.76569 -1.89544 1.154 1.065 0.309
H 0.60013 0.12883 -1.47573 0.150 0.271 -0.927

---

(19)
10
Properties=species:S:1:pos:R:3:forces:R:3 method="wB97M-V/def2-TZVPD" gap_ev=9.34 smiles=COPNCl de_lowest_kcal_mol=93.81 homo_energy_ev=-8.90 charge=0
C -1.38285 -0.72675 -0.76868 -0.086 -4.052 1.654
O -0.67406 -0.16365 0.38011 -0.308 0.093 -1.181
P 0.31676 1.10691 0.08020 0.268 0.528 1.778
N 1.75154 0.48616 0.92492 -1.524 -1.728 -0.914
Cl 2.34105 -0.94857 -0.00869 -0.035 1.546 0.749
H -2.35307 -1.19344 -0.28498 2.042 0.697 -1.093
H -0.74684 -1.61828 -1.32491 -1.476 2.333 1.602
H -1.72041 -0.04688 -1.49393 -0.035 1.312 -0.841
H -0.00370 1.97093 1.32630 0.356 -0.970 -1.485
H 2.47158 1.13357 1.16966 0.797 0.242 -0.268

---

(20)
14
Properties=species:S:1:pos:R:3:forces:R:3 method="wB97M-V/def2-TZVPD" gap_ev="9.50 / 6.65" spin_multiplicity=6 homo_energy_ev="-22.97 / -22.19" charge=+3
N 0.90812 1.43333 0.11686 0.288 -0.304 -0.375
P 0.87754 -0.09172 0.30157 -0.102 0.738 0.962
O 1.03575 -0.60336 1.72928 -0.281 -0.568 -0.030
O 2.07568 -0.79848 -0.52316 -0.590 -0.391 -0.679
O -0.41914 -0.82009 -0.33964 -0.372 0.014 -0.186
C -1.73494 -0.71112 -0.07811 0.097 -0.140 -0.254
N -2.46167 0.29972 -0.42451 0.250 0.337 0.855
O -2.18124 -1.78964 0.46233 -0.049 0.032 0.035
H 1.64685 1.83431 -0.42524 -1.535 1.297 0.452
H 0.61123 -0.16092 2.48661 0.196 0.031 0.202
H 1.72976 -1.29438 -1.29488 0.239 -0.708 0.238
H -3.41488 0.39755 -0.06405 -0.147 -0.294 -0.294
H -2.01688 1.18263 -0.66951 0.044 -0.087 -0.286
Dy 3.34383 1.12216 -1.27756 1.961 0.042 -0.640

---

| no. | maximum force (Eh/bohr) |
| --- | --- |
| 1 | 0.0914 |
| 2 | 0.0725 |
| 3 | 0.0861 |
| 4 | 0.0561 |
| 5 | 0.0760 |
| 6 | 0.0790 |
| 7 | 0.0624 |
| 8 | 0.0462 |
| 9 | 0.0418 |
| 10 | 0.0505 |
| 11 | 0.0586 |
| 12 | 0.0550 |
| 13 | 0.0566 |
| 14 | 0.0938 |
| 15 | 0.0730 |
| 16 | 0.0973 |
| 17 | 0.0557 |
| 18 | 0.0704 |
| 19 | 0.0851 |
| 20 | 0.0401 |